1.
DFT (the ωB97M-V functional and the def2-TZVPD basis) results for a molecular structure, C37H52BF5LaN9S4 in a non-equilibrium geometry.

CARTESIAN COORDINATES (ANGSTROEM)
1 La 1.433 3.442 -0.909
2 C -4.148 2.006 0.558
3 C -3.541 0.711 0.053
4 C -4.305 -0.418 -0.213
5 C -3.657 -1.645 -0.610
6 N -2.361 -1.810 -0.545
7 N -1.683 -0.637 -0.360
8 B -0.162 -0.756 -0.233
9 N 0.541 -0.735 1.045
10 N -0.303 -1.292 1.920
11 C 0.127 -1.518 3.114
12 C 1.426 -1.170 3.505
13 C 2.291 -0.570 2.689
14 C 3.703 -0.204 3.029
15 C 1.730 -0.188 1.374
16 S 2.677 0.863 0.308
17 C -0.922 -2.172 4.071
18 C -0.337 -3.401 4.755
19 C -1.548 -1.082 5.017
20 C -2.044 -2.765 3.180
21 N 0.552 -0.573 -1.665
22 N 0.430 -1.828 -1.181
23 C 0.948 -2.847 -1.810
24 C 1.537 -2.551 -3.055
25 C 1.641 -1.266 -3.570
26 C 2.288 -0.982 -4.877
27 C 1.176 -0.166 -2.784
28 S 1.408 1.512 -3.088
29 C 0.952 -4.237 -1.153
30 C 2.410 -4.530 -0.794
31 C 0.308 -4.198 0.238
32 C 0.244 -5.286 -1.950
33 C -2.148 0.611 -0.019
34 S -1.093 1.893 0.219
35 C -4.439 -2.816 -1.080
36 C -5.231 -2.446 -2.337
37 C -5.473 -3.120 -0.005
38 C -3.570 -3.965 -1.373
39 H -5.196 1.864 0.812
40 H -3.892 2.847 -0.088
41 H -3.530 2.173 1.460
42 H -5.393 -0.404 -0.154
43 H 1.842 -1.431 4.500
44 H 4.230 -1.134 3.423
45 H 3.744 0.561 3.816
46 H 4.048 0.121 2.100
47 H 0.668 -3.316 5.121
48 H -0.257 -4.282 4.138
49 H -0.862 -3.718 5.669
50 H -0.823 -0.607 5.702
51 H -2.233 -1.673 5.610
52 H -2.109 -0.410 4.383
53 H -1.588 -3.390 2.385
54 H -2.639 -2.032 2.665
55 H -2.758 -3.364 3.775
56 H 1.933 -3.401 -3.643
57 H 2.366 -1.908 -5.473
58 H 3.243 -0.479 -4.795
59 H 1.655 -0.276 -5.409
60 H 2.952 -3.807 -0.214
61 H 3.026 -4.820 -1.634
62 H 2.375 -5.398 -0.152
63 H 0.862 -3.455 0.783
64 H 0.456 -5.165 0.696
65 H -0.703 -3.865 0.188
66 H 0.591 -5.656 -2.945
67 H -0.767 -4.984 -2.062
68 H 0.298 -6.216 -1.386
69 H -5.810 -1.515 -2.067
70 H -6.083 -3.081 -2.737
71 H -4.509 -2.185 -3.107
72 H -6.195 -2.281 0.142
73 H -5.002 -3.347 0.993
74 H -6.061 -3.987 -0.379
75 H -2.890 -3.750 -2.156
76 H -4.120 -4.818 -1.642
77 H -2.921 -4.202 -0.501
78 N 0.554 4.485 1.368
79 C -0.654 5.392 1.048
80 C -0.181 6.586 0.226
81 N 0.798 6.112 -0.813
82 C 0.554 6.634 -2.242
83 C -0.484 5.744 -2.920
84 N -0.068 4.308 -2.797
85 H 1.215 4.968 1.985
86 H 0.197 3.833 2.083
87 H -1.327 4.719 0.410
88 H -1.338 5.532 1.868
89 H -0.949 7.174 -0.288
90 H 0.336 7.326 0.856
91 H 1.670 6.544 -0.568
92 H 0.078 7.656 -2.202
93 H 1.434 6.626 -2.857
94 H -1.491 5.739 -2.481
95 H -0.613 6.046 -3.987
96 H -0.881 3.730 -2.774
97 H 0.500 4.078 -3.599
98 F 6.682 1.589 1.848
99 C 6.027 2.215 0.908
100 C 5.080 3.248 1.206
101 F 4.742 3.635 2.486
102 C 4.308 3.698 0.167
103 F 3.323 4.600 0.554
104 C 4.430 3.445 -1.204
105 S 3.596 4.487 -2.340
106 C 5.297 2.384 -1.424
107 F 5.441 1.877 -2.647
108 C 6.042 1.763 -0.440
109 F 6.876 0.757 -0.719

DFT total energy = -111077.7796 eV
F_max = 2.98 eV/Å
Charge = +2
LUMO = -5.61 eV
HOMO energy = -0.4635 hartree

***

2.
DFT (the ωB97M-V functional and the def2-TZVPD basis) results for a molecular structure, C37H52BN8O2ReS5.

CARTESIAN COORDINATES (ANGSTROEM)
1 Re -0.534 0.162 0.604
2 C -3.751 -2.172 -1.613
3 C -3.720 -1.573 -3.014
4 C -2.787 -2.339 -3.949
5 C -5.137 -1.614 -3.584
6 N -3.262 -0.144 -2.945
7 C -3.976 0.917 -3.466
8 C -3.217 2.019 -3.326
9 N -2.033 1.651 -2.729
10 B -0.912 2.709 -2.574
11 N 0.501 2.107 -2.745
12 C 1.015 1.974 -4.013
13 C 2.258 1.469 -3.905
14 N 2.511 1.285 -2.560
15 C 1.412 1.670 -1.866
16 S 1.193 1.682 -0.115
17 C 3.797 0.731 -2.030
18 C 4.399 1.720 -1.032
19 C 4.787 0.550 -3.179
20 C 3.500 -0.636 -1.422
21 N -1.027 3.582 -1.298
22 C -0.629 4.898 -1.338
23 C -0.988 5.477 -0.175
24 N -1.613 4.513 0.591
25 C -1.601 3.356 -0.109
26 S -2.284 1.829 0.385
27 C -2.272 4.785 1.917
28 C -3.778 4.583 1.760
29 C -1.687 3.867 2.986
30 C -2.002 6.236 2.308
31 C -2.074 0.324 -2.492
32 S -0.780 -0.598 -1.790
33 H -4.176 -3.175 -1.673
34 H -4.380 -1.574 -0.953
35 H -2.757 -2.238 -1.180
36 H -3.096 -3.385 -3.981
37 H -1.754 -2.296 -3.609
38 H -2.841 -1.936 -4.962
39 H -5.463 -2.653 -3.585
40 H -5.181 -1.257 -4.613
41 H -5.841 -1.049 -2.972
42 H -4.956 0.808 -3.885
43 H -3.410 3.039 -3.609
44 H -1.054 3.473 -3.489
45 H 0.453 2.265 -4.882
46 H 2.976 1.241 -4.667
47 H 4.488 2.708 -1.486
48 H 5.400 1.384 -0.759
49 H 3.804 1.810 -0.127
50 H 5.035 1.496 -3.662
51 H 4.429 -0.158 -3.926
52 H 5.705 0.142 -2.759
53 H 2.703 -0.565 -0.689
54 H 4.397 -1.036 -0.946
55 H 3.183 -1.335 -2.197
56 H -0.137 5.313 -2.199
57 H -0.862 6.489 0.156
58 H -4.017 3.581 1.409
59 H -4.196 5.313 1.065
60 H -4.256 4.720 2.730
61 H -2.071 2.857 2.889
62 H -1.965 4.247 3.969
63 H -0.599 3.836 2.924
64 H -2.423 6.943 1.593
65 H -0.937 6.435 2.436
66 H -2.488 6.413 3.266
67 S -0.204 0.676 2.833
68 C -1.663 0.224 3.608
69 C -1.833 0.586 4.981
70 N -1.939 0.888 6.085
71 C -2.618 -0.488 2.933
72 S -2.344 -0.990 1.310
73 C -3.852 -0.865 3.547
74 N -4.849 -1.160 4.037
75 C -1.363 -5.706 -0.567
76 C -1.678 -4.463 0.238
77 O -0.814 -3.373 -0.084
78 H -2.007 -6.534 -0.269
79 H -0.325 -6.009 -0.422
80 H -1.524 -5.531 -1.634
81 H -1.537 -4.648 1.305
82 H -2.723 -4.166 0.098
83 H -0.669 -3.362 -1.037
84 C 5.477 -4.741 4.352
85 C 4.592 -3.792 3.603
86 C 3.273 -4.120 3.317
87 C 2.433 -3.261 2.625
88 C 1.015 -3.672 2.380
89 C 2.952 -2.012 2.212
90 C 2.147 -1.044 1.528
91 O 1.047 -1.268 0.996
92 C 4.286 -1.644 2.528
93 C 4.884 -0.320 2.131
94 C 5.081 -2.548 3.201
95 H 5.005 -5.713 4.479
96 H 5.708 -4.343 5.342
97 H 6.424 -4.879 3.830
98 H 2.884 -5.076 3.646
99 H 0.819 -4.627 2.864
100 H 0.796 -3.746 1.316
101 H 0.315 -2.930 2.773
102 H 2.529 -0.020 1.482
103 H 4.302 0.529 2.494
104 H 4.964 -0.224 1.047
105 H 5.885 -0.227 2.548
106 H 6.105 -2.281 3.436

DFT total energy = -112212.2509 eV
F_max = 0.43 eV/Å
Charge = +1
LUMO (alpha / beta) = -4.24 / -3.69 eV
Multiplicity = 2
HOMO energy (alpha / beta) = -0.3781 / -0.3710 hartree
<S²> = 0.881

***

Computed relative energy (zero: lowest compared OMol25 entry of this formula, charge and spin), in the same sequence as the records: 86.04, 9.53 kcal/mol.